The following is a DFT calculation (wB97M-V/def2-TZVPD) of a molecular structure, C15H43AsF6O6.

Each line ends with the Löwdin charge.
Cartesian coordinates (Å):
O (-0.070, 0.063, 0.137)  0.22
H (0.527, 0.758, 0.425)  0.09
H (0.330, -0.806, 0.217)  0.08
H (-0.869, 0.093, 0.670)  0.09
As (0.227, -1.058, 4.277)  0.91
F (-0.086, 0.651, 4.744)  -0.29
F (-1.514, -1.308, 4.642)  -0.30
F (0.277, -2.853, 3.875)  -0.32
F (1.875, -0.909, 3.782)  -0.25
F (0.658, -1.434, 5.972)  -0.28
F (-0.192, -0.820, 2.524)  -0.29
C (1.028, 0.245, -3.045)  -0.06
C (0.727, 1.716, -2.796)  -0.47
C (-0.735, 1.907, -2.566)  -0.05
O (1.493, 1.882, -1.622)  -0.06
H (2.081, 0.052, -3.254)  0.08
H (0.441, -0.134, -3.881)  0.08
H (0.745, -0.379, -2.197)  0.06
H (1.013, 2.320, -3.657)  0.14
H (-1.226, 1.561, -3.476)  0.10
H (-0.904, 2.976, -2.434)  0.08
H (-1.114, 1.391, -1.684)  0.06
H (2.405, 1.657, -1.816)  0.10
C (3.370, -2.212, -0.801)  -0.05
C (3.337, -1.960, 0.731)  -0.43
C (4.673, -1.304, 1.149)  -0.05
O (2.230, -1.072, 1.009)  -0.07
H (2.423, -2.694, -1.044)  0.04
H (4.156, -2.928, -1.043)  0.08
H (3.342, -1.310, -1.413)  0.07
H (3.283, -2.938, 1.208)  0.14
H (4.744, -1.154, 2.226)  0.07
H (4.703, -0.324, 0.673)  0.08
H (5.480, -1.999, 0.916)  0.08
H (2.253, -0.831, 1.937)  0.05
C (1.839, 4.697, 1.393)  -0.03
C (0.577, 3.767, 1.623)  -0.40
C (-0.664, 4.266, 0.863)  -0.04
O (0.969, 2.464, 1.156)  -0.08
H (1.938, 4.840, 0.317)  0.08
H (2.800, 4.223, 1.597)  0.08
H (1.815, 5.625, 1.964)  0.08
H (0.367, 3.616, 2.682)  0.14
H (-0.416, 4.380, -0.192)  0.07
H (-0.945, 5.260, 1.212)  0.08
H (-1.596, 3.704, 0.907)  0.07
H (1.764, 2.702, 0.674)  0.06
C (-4.878, -0.440, 0.504)  -0.07
C (-3.706, 0.263, -0.145)  -0.49
C (-4.020, 1.540, -0.875)  -0.03
O (-2.682, 0.267, 0.844)  -0.05
H (-5.580, -0.777, -0.259)  0.08
H (-5.465, 0.151, 1.207)  0.09
H (-4.666, -1.424, 0.923)  0.09
H (-3.494, -0.581, -0.800)  0.13
H (-3.127, 2.114, -1.123)  0.05
H (-4.573, 2.189, -0.197)  0.08
H (-4.610, 1.413, -1.783)  0.09
H (-3.145, 0.603, 1.615)  0.11
C (-0.019, -3.766, -2.705)  0.00
C (-0.742, -2.953, -1.515)  -0.49
C (-1.881, -3.626, -0.887)  -0.08
O (0.140, -2.655, -0.493)  -0.07
H (0.942, -3.256, -2.766)  0.06
H (-0.518, -3.641, -3.667)  0.07
H (0.050, -4.834, -2.500)  0.08
H (-1.200, -2.025, -1.855)  0.13
H (-2.615, -3.792, -1.675)  0.09
H (-2.377, -3.146, -0.043)  0.09
H (-1.755, -4.630, -0.481)  0.09
H (0.359, -3.382, 0.094)  0.13

- LUMO: 0.2 eV
- Charge: 0
- HOMO energy: -0.3813 Ha
- HOMO-LUMO gap: 0.3901 hartree